[1]
# C2H4ClO

A 2-piece molecular cluster, C2H4ClO overall (the ωB97M-V functional and the def2-TZVPD basis, OMol25).

XYZ file:
```
8
C2H4ClO, DFT the ωB97M-V functional and the def2-TZVPD basis
C 0.363 -1.793 -0.315
C -1.076 0.122 0.095
O -0.435 -0.796 -0.253
Cl 1.306 2.482 0.463
H 1.249 -1.709 0.301
H -0.111 -2.653 -0.773
H -1.513 1.034 -0.248
H 0.216 3.314 0.730
```

Summary:
- ΔE to the lowest compared entry with this formula, charge and spin: 413.9 kJ/mol
- Net charge: +1
- Frontier orbital gap (alpha / beta): 8.860 / 8.723 eV
- LUMO energy (alpha / beta): -6.6 / -6.4 eV

The net atomic charges from Löwdin, expressed in e, are: C 0.19; C 0.27; O 0.03; Cl 0.23; H 0.14; H 0.14; H 0.12; H -0.12



[2]
# C3H5NO

One molecule with the formula C3H5NO (the ωB97M-V functional and the def2-TZVPD basis, OMol25).

XYZ file:
```
10
C3H5NO, DFT the ωB97M-V functional and the def2-TZVPD basis
C 0.933 0.979 0.209
O -0.349 0.870 -0.390
C -1.040 -0.295 -0.057
C -0.351 -1.527 -0.508
N 0.224 -2.472 -0.846
H 1.720 0.651 -0.483
H 1.000 0.377 1.127
H 1.086 2.033 0.459
H -2.020 -0.237 -0.540
H -1.203 -0.378 1.029
```

Summary:
- ΔE to the lowest compared entry with this formula, charge and spin: 111.2 kJ/mol
- SMILES string: COCC#N
- Frontier orbital gap: 11.675 eV
- LUMO energy: 0.8 eV

Atomic partial charges in e from the Löwdin method, atoms 1 to 8: C -0.10; O -0.18; C -0.23; C -0.18; N 0.15; H 0.09; H 0.09; H 0.09



[3]
# C28H38BBa2F4N3O12

C28H38BBa2F4N3O12 as an isolated structure (the ωB97M-V functional and the def2-TZVPD basis, OMol25).

XYZ file:
```
88
C28H38BBa2F4N3O12, DFT the ωB97M-V functional and the def2-TZVPD basis
Ba -3.067 -3.688 -3.142
Ba -2.139 -3.117 1.276
B -1.328 -6.116 -1.692
F -1.487 -5.887 -3.113
F -1.773 -4.884 -1.054
F -2.137 -7.148 -1.271
F -0.025 -6.314 -1.424
C 0.067 -0.259 -1.761
C -0.719 -1.187 -0.872
O -0.825 -0.900 0.341
O -1.262 -2.226 -1.407
H 0.427 -0.693 -2.685
H 0.883 0.154 -1.169
H -0.614 0.577 -1.948
C -2.644 3.015 0.742
C -1.301 2.842 0.443
C -0.383 3.816 0.812
C -0.805 4.935 1.492
C -2.117 5.095 1.872
C -3.041 4.173 1.422
N 0.197 5.894 1.975
O 1.348 5.719 1.612
O -0.194 6.791 2.685
H -3.390 2.234 0.647
H -0.825 1.959 0.029
H 0.661 3.769 0.533
H -2.416 5.961 2.446
H -4.094 4.276 1.650
C 4.272 -0.047 -0.468
C 4.242 -1.411 -0.749
C 3.886 -1.854 -2.009
C 3.500 -0.909 -2.934
C 3.402 0.431 -2.632
C 3.822 0.877 -1.387
N 2.993 -1.385 -4.233
O 3.205 -2.538 -4.532
O 2.447 -0.567 -4.952
H 4.608 0.237 0.521
H 4.667 -2.106 -0.034
H 3.885 -2.897 -2.291
H 3.105 1.126 -3.405
H 3.903 1.941 -1.209
C 1.313 1.573 3.348
C 1.681 2.250 4.507
C 2.921 2.868 4.564
C 3.751 2.795 3.461
C 3.383 2.136 2.305
C 2.149 1.505 2.242
N 5.024 3.541 3.470
O 5.298 4.135 4.484
O 5.686 3.525 2.450
H 0.363 1.063 3.226
H 0.905 2.467 5.229
H 3.218 3.479 5.405
H 4.117 2.010 1.525
H 1.883 0.936 1.359
C -2.727 2.374 -3.433
O -3.336 1.131 -3.732
C -3.810 0.459 -2.584
C -4.796 -0.544 -3.080
O -4.252 -1.496 -3.984
C -4.637 -1.486 -5.362
H -3.449 3.097 -3.025
H -2.379 2.810 -4.365
H -1.906 2.265 -2.718
H -4.361 1.168 -1.954
H -2.947 -0.009 -2.093
H -5.708 -0.069 -3.450
H -5.216 -1.131 -2.241
H -5.728 -1.514 -5.436
H -4.298 -2.371 -5.914
H -4.248 -0.607 -5.872
C -1.786 -2.731 4.829
O -1.151 -2.660 3.525
C 0.279 -2.896 3.634
C 1.058 -2.700 2.345
O 0.465 -3.358 1.240
C 1.261 -3.496 0.052
H -1.699 -3.774 5.161
H -2.847 -2.511 4.772
H -1.222 -2.166 5.568
H 0.388 -3.937 3.959
H 0.667 -2.271 4.437
H 2.054 -3.125 2.515
H 1.201 -1.628 2.165
H 1.625 -2.553 -0.357
H 0.712 -4.167 -0.599
H 2.166 -4.073 0.295
```

Summary:
- Net charge: +2
- Frontier orbital gap: 6.712 eV
- LUMO energy: -7.0 eV

Atomic partial charges in e from the Löwdin method, atoms 1 to 8: Ba 2.13; Ba 2.10; B -1.29; F -0.05; F -0.16; F 0.17; F 0.21; C 0.03



[4]
# CH5PS2

A 2-piece molecular cluster, CH5PS2 overall (the ωB97M-V functional and the def2-TZVPD basis, OMol25).

XYZ file:
```
9
CH5PS2, DFT the ωB97M-V functional and the def2-TZVPD basis
C -2.057 -0.087 -0.048
P -0.772 -1.040 0.907
S -0.162 -2.239 -0.432
H -2.951 -0.644 0.257
H -1.874 -0.109 -1.168
H -2.056 0.972 0.211
S 4.303 -0.523 0.186
H 3.998 0.427 -0.669
H 3.003 -0.849 0.284
```

Summary:
- ΔE to the lowest compared entry with this formula, charge and spin: 133.9 kJ/mol
- SMILES string: CP=S.S
- Frontier orbital gap: 7.620 eV
- LUMO energy: -1.2 eV

Atomic partial charges in e from the Löwdin method, atoms 1 to 8: C -0.47; P 0.34; S 0.09; H 0.01; H 0.03; H 0.01; S 0.48; H -0.25



[5]
# C2H3ClN2O

A 2-piece molecular cluster, C2H3ClN2O overall (the ωB97M-V functional and the def2-TZVPD basis, OMol25).

XYZ file:
```
9
C2H3ClN2O, DFT the ωB97M-V functional and the def2-TZVPD basis
C 1.116 -1.573 -0.138
N 1.898 -2.186 0.426
O 2.656 -2.894 0.970
H 0.040 -1.265 -0.298
H 0.684 2.121 0.365
N 0.135 1.344 0.806
C -0.725 0.789 0.128
Cl -1.044 1.223 -1.602
H -1.290 -0.164 0.549
```

Summary:
- ΔE to the lowest compared entry with this formula, charge and spin: 391.4 kJ/mol
- SMILES string: C#[N+][O-].[H]/N=C\Cl
- Frontier orbital gap: 10.514 eV
- LUMO energy: 0.4 eV

Atomic partial charges in e from the Löwdin method, atoms 1 to 8: C 0.11; N -0.24; O 0.05; H 0.06; H 0.09; N 0.04; C -0.73; Cl 0.51



[6]
# C4H9NO

A 2-piece molecular cluster, C4H9NO overall (the ωB97M-V functional and the def2-TZVPD basis, OMol25).

XYZ file:
```
15
C4H9NO, DFT the ωB97M-V functional and the def2-TZVPD basis
C 1.784 0.329 -0.328
C 1.098 0.457 0.996
N 0.521 -0.459 1.670
O 0.593 -1.699 1.035
H 2.674 0.964 -0.359
H 2.062 -0.707 -0.532
H 1.102 0.664 -1.120
H 1.034 1.438 1.465
H 0.128 -2.277 1.655
C -1.992 0.766 -0.419
C -1.619 -0.329 -1.074
H -2.501 1.589 -0.915
H -1.795 0.879 0.644
H -1.094 -1.137 -0.567
H -1.808 -0.451 -2.139
```

Summary:
- ΔE to the lowest compared entry with this formula, charge and spin: 329.3 kJ/mol
- SMILES string: C/C=N\O.C=C
- Frontier orbital gap: 10.777 eV
- LUMO energy: 1.0 eV

Atomic partial charges in e from the Löwdin method, atoms 1 to 8: C -0.07; C -0.23; N -0.02; O -0.10; H 0.07; H 0.07; H 0.07; H 0.11



[7]
# C52H56BF15GeIMgN8OS2Si

C52H56BF15GeIMgN8OS2Si as an isolated structure (the ωB97M-V functional and the def2-TZVPD basis, OMol25).

XYZ file:
```
139
C52H56BF15GeIMgN8OS2Si, DFT the ωB97M-V functional and the def2-TZVPD basis
Mg 0.429 0.245 0.175
C 4.801 -2.389 1.563
C 4.156 -1.288 0.787
C 4.754 -0.374 -0.041
C 3.721 0.440 -0.542
N 2.554 0.026 -0.047
N 2.834 -1.030 0.785
B 1.773 -1.773 1.612
N 0.999 -0.835 2.586
N -0.081 -0.092 2.202
C -0.601 0.440 3.301
C 0.196 0.099 4.408
C 1.210 -0.689 3.906
C 2.373 -1.289 4.624
C -1.850 1.291 3.335
C -2.799 0.685 4.380
C -1.506 2.728 3.754
C -2.564 1.313 1.985
N 0.761 -2.503 0.698
N -0.058 -1.834 -0.170
C -0.848 -2.742 -0.734
C -0.527 -4.016 -0.242
C 0.499 -3.821 0.659
C 1.221 -4.837 1.479
C -1.930 -2.423 -1.742
C -1.429 -2.761 -3.155
C -2.321 -0.950 -1.643
C -3.167 -3.289 -1.463
C 4.003 1.612 -1.465
C 4.480 1.065 -2.819
C 2.825 2.557 -1.672
C 5.134 2.441 -0.832
H 5.876 -2.357 1.393
H 4.619 -2.295 2.634
H 4.435 -3.369 1.252
H 5.806 -0.301 -0.259
H 2.341 -2.586 2.274
H 0.076 0.410 5.433
H 2.335 -1.001 5.674
H 2.375 -2.378 4.563
H 3.315 -0.931 4.206
H -2.386 0.763 5.388
H -3.751 1.220 4.364
H -2.987 -0.370 4.168
H -0.847 2.741 4.624
H -0.997 3.263 2.954
H -2.427 3.263 4.003
H -2.937 0.327 1.714
H -3.404 2.011 2.035
H -1.901 1.662 1.196
H -0.975 -4.958 -0.509
H 0.811 -5.824 1.268
H 2.288 -4.852 1.251
H 1.109 -4.640 2.545
H -0.528 -2.194 -3.387
H -1.206 -3.828 -3.233
H -2.202 -2.518 -3.891
H -1.481 -0.314 -1.925
H -3.140 -0.736 -2.334
H -2.649 -0.709 -0.628
H -2.960 -4.348 -1.631
H -3.514 -3.162 -0.440
H -3.971 -2.998 -2.144
H 3.690 0.486 -3.296
H 4.756 1.897 -3.475
H 5.356 0.422 -2.698
H 1.929 2.035 -1.996
H 2.622 3.106 -0.755
H 3.094 3.282 -2.445
H 6.070 1.884 -0.770
H 5.312 3.330 -1.443
H 4.850 2.765 0.171
C 0.499 7.568 0.852
Si 1.134 5.910 1.497
C 2.993 5.942 1.271
C 0.654 5.839 3.308
C 0.297 4.583 0.463
C -0.557 4.920 -0.567
C -1.153 3.942 -1.370
C -0.854 2.637 -1.088
N -0.034 2.261 -0.090
C 0.565 3.197 0.698
S 1.639 2.692 1.926
H 0.950 8.377 1.433
H -0.586 7.660 0.948
H 0.763 7.730 -0.196
H 3.410 6.836 1.744
H 3.249 5.973 0.209
H 3.455 5.058 1.708
H 1.091 6.688 3.841
H 1.001 4.914 3.765
H -0.432 5.895 3.419
H -0.766 5.965 -0.770
H -1.810 4.190 -2.191
H -1.266 1.835 -1.685
N -5.343 -3.265 2.402
C -4.014 -3.029 2.607
O -3.407 -2.175 2.009
C -3.397 -3.946 3.642
I -1.442 -3.365 4.191
H -5.791 -2.776 1.645
H -5.809 -4.053 2.812
H -3.350 -4.963 3.259
H -4.002 -3.944 4.547
F -0.318 0.641 -7.896
C -1.254 1.198 -7.109
C -1.146 1.089 -5.733
C -2.149 1.691 -4.999
F -2.143 1.652 -3.665
C -3.208 2.361 -5.590
F -4.161 2.931 -4.844
C -3.280 2.441 -6.967
F -4.295 3.082 -7.550
C -2.294 1.854 -7.739
F -2.361 1.928 -9.073
Ge 0.476 0.197 -4.980
S 0.769 -0.171 -2.931
C 1.834 1.422 -5.776
C 2.796 1.123 -6.720
F 2.839 -0.085 -7.303
C 3.757 2.038 -7.117
F 4.682 1.712 -8.028
C 3.753 3.309 -6.574
F 4.668 4.203 -6.954
C 2.784 3.658 -5.649
F 2.762 4.895 -5.145
C 1.846 2.714 -5.276
F 0.894 3.101 -4.416
C 0.587 -1.571 -5.885
C -0.494 -2.270 -6.386
F -1.709 -1.697 -6.462
C -0.408 -3.583 -6.815
F -1.484 -4.223 -7.291
C 0.805 -4.239 -6.743
F 0.909 -5.505 -7.155
C 1.913 -3.577 -6.246
F 3.087 -4.212 -6.182
C 1.784 -2.268 -5.821
F 2.882 -1.673 -5.342
```

Summary:
- ΔE to the lowest compared entry with this formula, charge and spin: 29.5 kJ/mol
- Net charge: -1
- Frontier orbital gap: 6.135 eV
- LUMO energy: 1.5 eV

Atomic partial charges in e from the Löwdin method, atoms 1 to 8: Mg 0.56; C -0.02; C -0.26; C 0.02; C -0.22; N 0.08; N 0.04; B -0.53



[8]
# C34H27AgN6O9PS

C34H27AgN6O9PS as an isolated structure (the ωB97M-V functional and the def2-TZVPD basis, OMol25).

XYZ file:
```
79
C34H27AgN6O9PS, DFT the ωB97M-V functional and the def2-TZVPD basis
Ag 0.103 -0.539 -0.090
O 0.362 -3.231 0.991
C 0.002 -2.123 1.351
C -0.188 -1.823 2.788
C -0.727 -2.810 3.622
C -0.838 -2.587 4.977
C -0.380 -1.392 5.526
C 0.089 -0.386 4.700
C 0.132 -0.566 3.323
P 0.662 0.712 2.129
C 2.394 0.911 2.673
C 3.092 -0.249 3.011
C 4.410 -0.190 3.424
C 5.072 1.025 3.482
C 4.396 2.176 3.114
C 3.071 2.127 2.720
C -0.146 2.218 2.761
C -1.195 2.207 3.680
C -1.778 3.394 4.087
C -1.339 4.606 3.583
C -0.363 4.616 2.600
C 0.204 3.433 2.169
H -1.026 -3.749 3.174
H -1.241 -3.354 5.623
H -0.395 -1.243 6.595
H 0.435 0.544 5.133
H 2.593 -1.209 2.953
H 4.919 -1.103 3.693
H 6.103 1.080 3.805
H 4.911 3.126 3.127
H 2.572 3.042 2.450
H -1.564 1.273 4.080
H -2.587 3.369 4.802
H -1.773 5.533 3.932
H -0.057 5.556 2.162
H 0.901 3.429 1.344
O -3.022 -1.953 -6.893
N -1.986 -2.310 -6.346
O -1.375 -3.319 -6.673
C -1.481 -1.537 -5.280
C -0.362 -1.984 -4.584
C 0.118 -1.285 -3.488
C -0.515 -0.056 -3.020
O -0.116 0.582 -2.034
C -1.674 0.351 -3.798
C -2.134 -0.374 -4.885
N -2.416 1.487 -3.411
O -3.529 1.637 -3.920
O -1.964 2.275 -2.591
N 1.145 -1.870 -2.764
O 1.617 -2.958 -3.141
O 1.564 -1.329 -1.696
H 0.118 -2.908 -4.863
H -3.005 -0.033 -5.424
C 4.323 1.142 -2.513
N 3.288 0.972 -1.527
C 2.609 1.955 -0.910
N 2.964 3.253 -1.234
O 1.784 1.730 -0.036
H 4.846 0.197 -2.627
H 5.040 1.896 -2.181
H 3.935 1.433 -3.496
H 2.868 0.054 -1.413
H 3.302 3.389 -2.172
H 2.276 3.934 -0.948
S -4.383 -1.140 -2.365
C -3.272 -0.662 -1.122
N -2.251 -1.416 -0.936
C -2.269 -2.495 -1.785
C -1.352 -3.544 -1.806
C -1.528 -4.553 -2.727
C -2.601 -4.550 -3.618
C -3.544 -3.542 -3.592
C -3.371 -2.521 -2.668
H -3.472 0.222 -0.548
H -0.522 -3.549 -1.117
H -0.809 -5.357 -2.763
H -2.688 -5.353 -4.336
H -4.384 -3.535 -4.269
```

Summary:
- ΔE to the lowest compared entry with this formula, charge and spin: 140.5 kJ/mol
- Net charge: -1
- Frontier orbital gap: 4.132 eV
- LUMO energy: 1.3 eV

Atomic partial charges in e from the Löwdin method, atoms 1 to 8: Ag 0.73; O -0.07; C -0.42; C -0.24; C -0.04; C -0.09; C -0.09; C -0.11



[9]
# C21H30N2PdS5Se2Si2Te

C21H30N2PdS5Se2Si2Te as an isolated structure (the ωB97M-V functional and the def2-TZVPD basis, OMol25).

XYZ file:
```
64
C21H30N2PdS5Se2Si2Te, DFT the ωB97M-V functional and the def2-TZVPD basis
Pd -0.391 0.345 -1.449
Se 0.876 3.005 -0.752
Se 2.999 2.373 -1.332
C 2.850 0.480 -1.648
C 4.097 -0.097 -1.901
C 4.188 -1.446 -2.158
C 3.018 -2.199 -2.150
C 1.832 -1.558 -1.895
N 1.724 -0.230 -1.648
C 0.157 3.020 -2.544
C 0.170 4.153 -3.333
C -0.325 4.062 -4.627
C -0.813 2.847 -5.078
C -0.806 1.763 -4.219
N -0.330 1.847 -2.973
H 4.983 0.525 -1.890
H 5.147 -1.904 -2.358
H 3.022 -3.263 -2.337
H 0.909 -2.123 -1.886
H 0.566 5.080 -2.943
H -0.326 4.930 -5.273
H -1.200 2.733 -6.080
H -1.184 0.796 -4.522
S -7.030 -2.502 -3.352
C -5.538 -2.042 -3.028
S -4.095 -2.806 -3.660
C -2.915 -1.717 -3.023
C -3.487 -0.632 -2.160
S -2.674 0.506 -1.283
S -5.193 -0.580 -2.095
S -1.350 -1.864 -3.406
C 2.115 -3.834 1.481
Si 1.791 -2.424 2.660
C 3.314 -1.939 3.608
C 0.353 -2.805 3.789
C 1.313 -0.909 1.594
Te -0.533 -1.204 0.590
C -1.780 -0.251 2.016
Si -1.673 1.580 2.565
C 0.062 2.076 3.047
C -2.320 2.717 1.230
C -2.793 1.642 4.050
H 2.389 -4.737 2.032
H 2.941 -3.601 0.806
H 1.236 -4.081 0.879
H 3.652 -2.768 4.234
H 3.125 -1.087 4.265
H 4.137 -1.675 2.941
H 0.606 -3.641 4.445
H -0.547 -3.099 3.241
H 0.108 -1.956 4.433
H 2.066 -0.716 0.832
H 1.193 -0.006 2.190
H -1.629 -0.875 2.902
H -2.800 -0.453 1.678
H 0.759 2.109 2.208
H 0.478 1.425 3.819
H 0.020 3.083 3.471
H -1.754 2.659 0.298
H -2.246 3.747 1.589
H -3.372 2.528 1.007
H -2.432 0.997 4.853
H -3.812 1.335 3.805
H -2.843 2.659 4.445
```

Summary:
- ΔE to the lowest compared entry with this formula, charge and spin: 0.0 kJ/mol
- Net charge: +2
- Frontier orbital gap: 5.695 eV
- LUMO energy: -8.2 eV

Atomic partial charges in e from the Löwdin method, atoms 1 to 8: Pd 0.32; Se 0.68; Se 0.77; C -0.62; C -0.10; C -0.01; C -0.03; C -0.19



[10]
# C4H9BrO2

A 2-piece molecular cluster, C4H9BrO2 overall (the ωB97M-V functional and the def2-TZVPD basis, OMol25).

XYZ file:
```
16
C4H9BrO2, DFT the ωB97M-V functional and the def2-TZVPD basis
C -0.323 2.747 -0.223
C -0.751 1.545 -1.120
C -0.047 0.248 -1.015
O 1.009 -0.133 -0.613
Br -1.266 -1.339 -1.546
H -1.022 2.817 0.537
H -0.206 3.599 -0.797
H 0.663 2.667 0.152
H -0.841 1.844 -2.123
H -1.813 1.206 -0.871
C 0.512 -2.710 1.503
O 1.697 -2.526 0.793
H -0.368 -3.033 0.809
H 0.302 -1.661 1.909
H 0.782 -3.546 2.314
H 1.673 -1.725 0.294
```

Summary:
- ΔE to the lowest compared entry with this formula, charge and spin: 155.3 kJ/mol
- SMILES string: CCC(=O)Br.CO
- Frontier orbital gap: 9.969 eV
- LUMO energy: 0.4 eV

Atomic partial charges in e from the Löwdin method, atoms 1 to 8: C -0.04; C -0.22; C -0.65; O 0.03; Br 0.59; H 0.06; H 0.05; H 0.07



[11]
# C3H6N3O3

A 2-piece molecular cluster, C3H6N3O3 overall (the ωB97M-V functional and the def2-TZVPD basis, OMol25).

XYZ file:
```
15
C3H6N3O3, DFT the ωB97M-V functional and the def2-TZVPD basis
C 0.956 -1.039 0.296
C 1.881 -0.334 -0.244
C -0.302 -1.566 -0.527
N 0.718 1.919 0.682
N -1.344 -0.572 -0.195
N -1.802 0.333 -0.956
O -2.702 1.042 -0.520
O 2.765 0.273 -0.789
O -0.590 -2.761 -0.105
H 1.170 -1.466 1.276
H -0.163 -1.480 -1.735
H 0.052 1.630 -0.009
H -1.461 -0.720 0.834
H 0.723 2.862 0.358
H 0.101 1.878 1.637
```

Summary:
- ΔE to the lowest compared entry with this formula, charge and spin: 396.7 kJ/mol
- Net charge: -1
- Frontier orbital gap: 7.674 eV
- LUMO energy: 3.8 eV

Atomic partial charges in e from the Löwdin method, atoms 1 to 8: C -0.08; C -0.27; C -0.62; N 0.00; N -0.01; N -0.17; O -0.15; O 0.07